88
Properties=species:S:1:pos:R:3:forces:R:3 method="wB97M-V/def2-TZVPD" lumo_ha=-0.014 e_homo_ev=-7.90 relative_energy_kcal_mol=3.4 homo_lumo_gap_ev=7.505 charge=0 largest_force_ev_per_a=1.02
Ti 0.6212 -0.5837 -1.4123 0.47 0.17 0.89
C -3.1377 -5.1140 -5.7709 0.01 0.01 0.01
C -2.1704 -4.0311 -5.3795 -0.02 -0.01 0.00
C -0.9576 -3.8800 -6.0430 0.02 0.01 -0.01
C -0.0637 -2.8845 -5.6776 0.04 -0.04 0.05
C -0.3867 -2.0415 -4.6263 -0.07 -0.01 0.00
C -1.5981 -2.1595 -3.9536 -0.01 0.03 -0.05
C -2.4783 -3.1543 -4.3392 -0.01 0.00 -0.01
S 0.7932 -0.8228 -4.1690 -0.13 0.06 -0.17
O 1.5681 -0.4445 -5.3117 0.07 -0.09 0.02
O 1.6220 -1.3999 -3.0445 -0.06 0.04 0.14
N -0.0705 0.2890 -3.4607 -0.30 -0.03 -0.48
C 0.6649 1.4597 -3.2181 -0.03 0.00 0.04
C 0.7318 2.5816 -4.0326 -0.02 -0.05 -0.01
C 1.5525 3.6128 -3.6201 0.03 0.02 0.08
C 2.2680 3.5077 -2.4272 -0.03 0.06 -0.08
C 2.1222 2.3703 -1.6678 -0.08 -0.04 0.11
N 1.3250 1.3740 -2.0650 0.04 0.21 -0.02
H -2.8598 -5.5696 -6.7200 0.00 0.00 0.00
H -4.1498 -4.7193 -5.8622 0.00 0.00 0.00
H -3.1615 -5.9009 -5.0143 0.00 0.00 0.00
H -0.7124 -4.5396 -6.8662 0.00 0.00 0.00
H 0.8713 -2.7530 -6.2056 0.00 0.00 -0.01
H -1.8718 -1.4817 -3.1576 0.02 0.00 0.01
H -3.4293 -3.2390 -3.8259 0.00 0.00 0.00
H 0.1702 2.6128 -4.9543 0.00 -0.01 0.00
H 1.6429 4.5050 -4.2263 0.01 0.00 0.00
H 2.9153 4.3038 -2.0906 -0.01 0.00 0.01
H 2.6319 2.2205 -0.7269 0.01 0.00 0.05
F -1.7442 -1.3749 0.9336 0.06 -0.04 0.12
B -2.3127 -0.5619 -0.0051 -0.14 0.20 -0.26
F -3.0097 0.4979 0.4839 0.03 -0.05 0.05
F -2.9516 -1.2518 -1.0097 0.03 0.00 0.06
F -1.0870 0.1307 -0.7555 0.10 -0.11 -0.04
S 1.8494 -0.4212 0.2707 0.11 -0.22 -0.18
Sb 0.1191 1.8179 2.6834 -0.01 0.05 0.09
C -0.8221 2.9284 4.2776 -0.09 -0.03 -0.07
C -1.3072 4.2241 4.1125 0.07 0.00 0.08
C -1.9673 4.8723 5.1493 0.01 0.00 -0.02
C -2.1564 4.2344 6.3662 0.00 0.01 0.00
C -1.6961 2.9375 6.5383 0.01 -0.02 0.00
C -1.0467 2.2887 5.4968 -0.02 -0.01 -0.02
C 0.2726 3.5030 1.3589 -0.01 -0.02 0.03
C -0.5652 3.5496 0.2462 0.01 0.07 0.04
C -0.5821 4.6649 -0.5837 0.00 -0.02 -0.02
C 0.2498 5.7414 -0.3165 0.01 0.01 -0.01
C 1.0922 5.7052 0.7881 0.00 0.00 0.00
C 1.0972 4.5966 1.6239 0.04 -0.03 -0.04
C 2.1136 1.9960 3.4830 0.03 0.00 -0.07
C 2.3812 1.8110 4.8366 -0.01 0.04 0.01
C 3.6838 1.8468 5.3188 -0.02 -0.01 0.00
C 4.7432 2.0627 4.4505 0.01 0.00 0.00
C 4.4927 2.2437 3.0978 0.00 0.00 0.00
C 3.1892 2.2067 2.6225 0.02 -0.03 0.05
H -1.1670 4.7431 3.1727 -0.01 0.00 -0.02
H -2.3358 5.8802 5.0027 0.00 0.00 0.00
H -2.6697 4.7411 7.1735 0.00 0.00 0.00
H -1.8524 2.4248 7.4794 0.00 0.00 0.00
H -0.7274 1.2615 5.6415 0.00 -0.01 0.00
H -1.2305 2.7239 0.0344 -0.06 -0.14 -0.04
H -1.2500 4.6901 -1.4362 0.00 0.00 -0.01
H 0.2381 6.6123 -0.9609 0.00 -0.01 0.00
H 1.7349 6.5490 1.0089 0.00 0.00 0.00
H 1.7446 4.5875 2.4935 -0.01 0.00 -0.01
H 1.5703 1.6548 5.5373 -0.01 0.00 0.01
H 3.8689 1.7087 6.3769 0.00 0.00 0.00
H 5.7583 2.0910 4.8256 0.00 0.00 0.00
H 5.3131 2.4123 2.4109 -0.01 0.00 0.00
H 3.0101 2.3521 1.5653 0.00 -0.02 -0.07
O -0.1598 -2.3951 -1.2175 -0.09 -0.07 -0.61
C -0.0166 -3.5083 -0.6497 -0.02 0.13 0.42
C -0.6529 -4.7377 -1.2331 0.00 0.04 -0.01
C -1.6315 -5.4758 -0.2796 -0.01 0.01 0.01
C -1.7832 -4.8398 1.1040 0.00 0.00 0.00
C -0.5665 -5.0668 2.0032 0.00 -0.01 -0.01
C 0.7501 -4.7965 1.2728 -0.03 0.00 0.00
N 0.6757 -3.5885 0.4652 0.04 -0.06 -0.04
H 0.1590 -5.3995 -1.5475 0.01 0.01 0.01
H -1.1608 -4.4066 -2.1360 0.00 -0.01 -0.01
H -1.3143 -6.5155 -0.1678 0.00 0.00 -0.01
H -2.6085 -5.5026 -0.7613 0.00 0.01 0.00
H -2.6673 -5.2491 1.5946 0.01 -0.02 0.00
H -1.9703 -3.7685 0.9956 0.00 -0.02 0.01
H -0.5447 -6.1026 2.3525 0.00 0.00 0.02
H -0.6408 -4.4308 2.8870 0.00 0.02 -0.01
H 1.0043 -5.6332 0.6194 0.00 0.00 -0.01
H 1.5756 -4.6779 1.9715 0.01 0.00 0.00
H 1.0584 -2.7051 0.8021 -0.01 0.01 0.01